(1)
{"formula": "C12H15NO", "method": "ωB97M-V with the def2-TZVPD basis set", "symbols": ["C", "C", "C", "C", "C", "C", "C", "C", "C", "C", "C", "C", "H", "H", "H", "H", "H", "H", "H", "H", "H", "H", "H", "H", "H", "H", "H", "N", "O"], "coordinates": [[4.642, 1.435, 0.650], [2.231, 1.376, 0.502], [2.104, -0.020, 0.683], [0.889, -0.655, 0.765], [-0.302, 0.073, 0.728], [-1.672, -0.599, 0.933], [-2.402, -0.873, -0.468], [-2.152, -2.223, -1.038], [-3.196, 0.073, -0.979], [-4.009, 0.974, -1.615], [-0.146, 1.479, 0.587], [1.100, 2.054, 0.496], [5.455, 2.124, 0.417], [4.801, 1.185, 1.769], [4.761, 0.478, 0.126], [3.056, -0.484, 0.613], [0.752, -1.724, 1.032], [-1.570, -1.535, 1.566], [-2.324, 0.029, 1.549], [-2.495, -2.189, -2.023], [-2.818, -2.940, -0.491], [-0.732, -3.451, -1.663], [0.003, -1.794, -0.866], [-5.152, 0.928, -1.538], [-3.514, 1.610, -2.333], [-1.007, 2.088, 0.531], [1.079, 3.191, 0.414], [-0.770, -2.671, -0.790], [3.389, 2.060, 0.442]], "atomic_forces_ev_per_a": [[0.192, -0.936, 2.194], [1.431, -2.973, 0.817], [1.302, 1.229, -0.831], [-1.018, -0.755, 1.033], [-0.044, 1.120, 0.335], [-0.215, -0.272, -0.421], [-0.405, 2.184, 1.922], [-0.369, 0.112, 2.195], [-1.041, 0.279, -1.070], [0.713, -2.766, 1.534], [-0.109, -2.452, -0.022], [-3.131, 4.611, -0.416], [-0.425, 0.053, -0.386], [-0.477, 0.317, -1.483], [-0.025, 0.387, -0.249], [0.355, -1.229, 0.406], [0.702, 0.667, -0.469], [0.028, 0.774, -1.181], [0.170, 0.222, -0.321], [-0.196, -0.232, -1.921], [0.411, 0.393, -0.347], [1.107, 2.837, 3.085], [-2.820, -3.310, -0.647], [1.968, 0.210, 0.040], [-0.268, 0.365, -0.022], [-0.833, 0.645, 0.067], [0.430, -1.573, 0.066], [1.598, -0.400, -3.508], [0.969, 0.495, -0.399]], "multiplicity": 1, "homo_ev": -8.313, "total_charge": 0}

(2)
{"formula": "C12H15NO5", "method": "ωB97M-V with the def2-TZVPD basis set", "symbols": ["C", "C", "O", "O", "C", "C", "O", "C", "O", "N", "C", "O", "C", "C", "C", "C", "C", "C", "H", "H", "H", "H", "H", "H", "H", "H", "H", "H", "H", "H", "H", "H", "H"], "coordinates": [[3.006, -1.447, 2.477], [3.527, -1.375, 0.946], [3.601, -2.460, 0.327], [3.901, -0.097, 0.474], [3.896, -0.005, -0.967], [2.471, 0.418, -1.598], [1.968, 1.687, -1.106], [1.073, 1.521, -0.032], [0.998, 0.468, 0.676], [0.172, 2.634, 0.372], [-1.219, 2.419, -0.167], [-1.314, 1.264, -1.034], [-2.405, 0.416, -0.691], [-2.071, -1.083, -0.351], [-3.151, -2.140, -0.004], [-4.649, -1.746, 0.012], [-4.998, -0.249, -0.304], [-3.900, 0.818, -0.659], [2.528, -2.456, 2.716], [2.198, -0.644, 2.672], [3.886, -1.186, 3.162], [4.612, 0.865, -1.234], [4.300, -0.917, -1.519], [2.678, 0.573, -2.727], [1.695, -0.436, -1.559], [0.180, 2.660, 1.400], [-1.430, 3.340, -0.837], [-1.997, 2.458, 0.667], [-0.974, -1.429, -0.368], [-2.819, -3.220, 0.198], [-5.423, -2.545, 0.242], [-6.118, 0.014, -0.278], [-4.224, 1.880, -0.907]], "atomic_forces_ev_per_a": [[-0.071, 1.523, -0.419], [-0.460, -2.787, 0.603], [-0.055, 4.153, 1.061], [-0.940, -2.603, -0.251], [0.154, 1.625, -1.582], [0.999, -1.600, -1.184], [-2.330, -0.829, 2.039], [-0.364, -2.897, 2.700], [0.933, 3.578, -3.130], [0.852, -1.218, -1.264], [-0.399, 2.383, -0.879], [-2.006, -0.472, 1.725], [-2.623, -3.715, 1.027], [-2.584, 0.667, -0.002], [-0.839, 3.489, -1.045], [3.315, 2.992, -0.901], [2.878, -1.659, 0.062], [0.775, -3.143, 0.662], [1.115, 1.332, -0.618], [1.379, -1.167, -0.540], [-1.216, -0.600, -0.889], [-1.114, -1.377, 0.683], [-0.760, 0.933, 1.071], [-0.286, -0.010, 1.865], [1.126, 1.555, 0.408], [-0.082, -0.485, -0.764], [0.243, -1.532, 0.959], [1.163, -0.540, -1.018], [-1.891, 0.791, 0.037], [-0.591, 1.935, -0.310], [1.031, 1.461, -0.358], [2.127, -0.142, -0.142], [0.520, -1.641, 0.391]], "multiplicity": 1, "homo_ev": -8.723, "total_charge": 0}

(3)
{"formula": "C12H15NS", "method": "ωB97M-V with the def2-TZVPD basis set", "symbols": ["C", "C", "C", "C", "C", "C", "C", "C", "C", "C", "C", "C", "N", "S", "H", "H", "H", "H", "H", "H", "H", "H", "H", "H", "H", "H", "H", "H", "H"], "coordinates": [[-4.378, 0.229, 0.123], [-4.193, -1.221, 0.202], [-3.397, 1.165, -0.068], [-2.877, -1.581, 0.143], [-2.021, 0.766, -0.135], [-1.754, -0.656, 0.198], [-1.044, 1.693, -0.175], [-0.172, 2.526, -0.628], [2.547, -1.009, 1.391], [2.798, -1.304, -1.096], [2.727, 1.062, -0.042], [2.169, -0.378, 0.040], [0.745, -0.278, -0.151], [-0.266, -1.369, 0.364], [-5.414, 0.470, 0.151], [-4.966, -1.910, 0.386], [-3.824, 2.201, -0.047], [-2.617, -2.605, 0.121], [0.553, 3.168, 0.074], [0.022, 2.758, -1.768], [3.590, -0.948, 1.389], [2.136, -0.454, 2.271], [2.207, -2.074, 1.390], [3.883, -1.419, -0.994], [2.564, -0.734, -1.956], [2.515, -2.407, -1.135], [2.255, 1.676, -0.794], [2.337, 1.568, 0.942], [3.875, 1.063, -0.195]], "atomic_forces_ev_per_a": [[-0.226, -1.495, -0.173], [2.812, 2.857, -0.262], [-2.371, -0.266, 0.570], [0.424, 0.586, 0.747], [0.618, -0.746, 1.604], [-2.463, 0.631, -1.775], [0.291, -0.011, -0.982], [2.135, 2.817, -0.477], [-1.826, -0.054, -0.112], [0.081, -0.612, 1.433], [0.479, 0.171, 1.759], [0.628, -1.413, 0.146], [-0.474, 0.065, -0.233], [1.023, -0.096, -0.055], [-0.576, 0.942, 0.110], [-0.907, -0.630, -0.188], [1.324, -0.795, -0.379], [0.280, -1.140, 0.217], [-1.823, -1.495, -1.458], [-0.606, -0.711, 2.264], [1.796, -0.260, 0.559], [0.210, -0.470, -0.736], [0.378, 0.792, 0.282], [0.009, 0.682, 0.092], [-0.102, -0.133, -1.506], [-0.596, 1.617, 0.100], [0.005, -0.249, -0.622], [1.356, -0.748, -1.548], [-1.878, 0.162, 0.624]], "multiplicity": 1, "homo_ev": [-7.139, -7.327], "total_charge": 0}

(4)
{"formula": "C12H16BiCl3N", "method": "ωB97M-V with the def2-TZVPD basis set", "symbols": ["Bi", "Cl", "Cl", "C", "H", "H", "C", "C", "H", "C", "H", "C", "H", "H", "C", "H", "H", "C", "H", "H", "H", "H", "Cl", "C", "C", "C", "C", "N", "C", "H", "H", "H", "H"], "coordinates": [[2.569, 0.069, -0.729], [1.168, -2.021, -0.648], [2.468, 1.507, 1.316], [4.138, -0.940, 0.207], [4.744, -0.431, 0.964], [4.292, -2.002, -0.021], [-0.545, 1.313, -1.158], [0.373, 1.444, -2.069], [-0.484, 1.868, -0.217], [0.410, 0.667, -3.367], [1.159, 2.205, -1.957], [-0.929, -0.029, -3.671], [0.692, 1.324, -4.204], [1.199, -0.108, -3.318], [-1.567, -0.626, -2.419], [-1.614, 0.705, -4.118], [-0.763, -0.818, -4.414], [-1.711, 0.385, -1.257], [-2.558, -1.026, -2.660], [-0.952, -1.465, -2.065], [-2.644, 0.959, -1.403], [-1.826, -0.159, -0.306], [-1.251, 2.173, 4.973], [-0.914, 0.805, 4.000], [-0.979, -0.493, 4.525], [-0.677, -1.567, 3.690], [-0.353, -1.297, 2.350], [-0.371, -0.073, 1.854], [-0.575, 0.977, 2.641], [-1.270, -0.624, 5.564], [-0.687, -2.597, 4.032], [-0.072, -2.097, 1.664], [-0.471, 1.972, 2.219]], "atomic_forces_ev_per_a": [[2.251, -0.795, 0.687], [-0.789, -1.215, -0.369], [-0.114, 1.243, 0.727], [-0.025, 0.064, -0.525], [-0.206, -0.323, -0.267], [0.057, 0.404, 0.250], [-1.480, 0.084, 1.584], [1.047, 1.043, -1.938], [0.103, 0.044, -0.384], [-0.140, -0.366, -0.013], [-0.391, -0.374, 0.103], [0.069, 0.274, 0.007], [-0.064, -0.073, 0.228], [-0.202, 0.303, 0.060], [0.029, -0.163, 0.432], [0.042, -0.066, 0.030], [-0.099, 0.125, 0.047], [-0.286, -0.601, -0.414], [0.074, -0.036, -0.043], [-0.117, 0.247, -0.125], [0.262, 0.044, 0.109], [0.072, 0.150, -0.289], [-0.104, 0.456, 0.409], [0.405, -1.037, -1.194], [-0.028, 0.309, -0.277], [0.128, 0.463, -0.369], [-0.358, -0.307, 0.723], [0.444, 0.524, -0.301], [-0.447, -0.647, 1.064], [0.099, -0.068, -0.132], [-0.001, 0.192, 0.121], [-0.157, 0.223, 0.086], [-0.071, -0.120, -0.028]], "multiplicity": 1, "homo_ev": [-2.768, -2.768], "total_charge": -1}

(5)
{"formula": "C12H16BrCl2IrN", "method": "ωB97M-V with the def2-TZVPD basis set", "symbols": ["Ir", "Cl", "Cl", "C", "H", "H", "C", "C", "H", "C", "H", "C", "H", "H", "C", "H", "H", "C", "H", "H", "H", "H", "Br", "C", "C", "C", "C", "N", "C", "H", "H", "H", "H"], "coordinates": [[1.202, -0.111, 0.188], [0.094, -2.106, 0.018], [1.724, 1.803, 1.287], [2.972, -0.558, 0.002], [3.637, 0.291, -0.248], [3.156, -1.283, -0.811], [-0.572, 1.491, -1.297], [0.609, 0.836, -1.522], [-0.585, 2.124, -0.413], [0.822, -0.245, -2.669], [1.548, 1.534, -1.542], [-0.266, -0.152, -3.729], [1.836, -0.165, -3.118], [0.750, -1.221, -2.161], [-1.654, 0.120, -3.147], [0.095, 0.632, -4.409], [-0.209, -1.104, -4.276], [-1.676, 1.389, -2.256], [-2.319, 0.234, -4.014], [-1.965, -0.767, -2.583], [-1.466, 2.186, -2.968], [-2.661, 1.644, -1.892], [0.228, -3.242, 5.235], [-0.134, -1.628, 4.282], [-0.958, -0.661, 4.854], [-1.196, 0.458, 4.063], [-0.649, 0.570, 2.785], [0.162, -0.356, 2.247], [0.431, -1.438, 3.008], [-1.386, -0.803, 5.837], [-1.817, 1.264, 4.437], [-0.831, 1.477, 2.204], [1.078, -2.213, 2.609]], "atomic_forces_ev_per_a": [[-3.333, -0.465, 3.268], [0.064, -0.509, -0.684], [0.551, 1.104, -0.369], [2.603, -0.024, -1.870], [0.090, -0.147, 0.860], [-0.181, -0.430, 0.328], [-1.133, 0.198, 1.008], [4.722, -0.395, -2.361], [-0.298, 0.295, -0.361], [-0.556, 0.408, 1.049], [-1.473, -0.702, 0.202], [1.033, -0.086, -0.052], [-0.611, 0.079, 0.405], [0.138, 0.335, -0.561], [0.179, -0.122, -0.088], [-0.651, 0.068, -0.153], [-0.452, 0.268, -0.154], [-0.151, -0.231, -1.376], [-0.211, 0.076, 0.422], [-0.044, 0.142, 0.023], [-0.081, 0.563, -0.398], [-0.289, -0.283, 0.454], [0.062, 0.133, -0.084], [1.122, 0.111, -2.223], [-0.300, -0.636, 1.216], [0.225, 0.937, -1.820], [-1.398, 1.391, 1.741], [0.881, -0.209, -0.823], [-0.447, -1.866, 2.442], [-0.011, 0.095, -0.057], [-0.021, 0.028, -0.111], [0.047, -0.329, 0.163], [-0.074, 0.205, -0.035]], "multiplicity": 5, "homo_ev": [-1.061, -5.067], "total_charge": -1}

(6)
{"formula": "C12H16Cl6O3Ru", "method": "ωB97M-V with the def2-TZVPD basis set", "symbols": ["C", "C", "C", "C", "C", "C", "C", "C", "C", "C", "Ru", "Cl", "Cl", "Cl", "H", "H", "H", "H", "H", "H", "H", "H", "H", "H", "H", "H", "H", "H", "H", "O", "H", "Cl", "C", "Cl", "Cl", "C", "O", "O"], "coordinates": [[-0.365, 0.340, -1.990], [-1.350, 1.300, -1.554], [-2.508, 0.533, -1.127], [-1.332, 2.751, -1.850], [-2.228, -0.833, -1.262], [-0.882, -0.967, -1.741], [-0.231, -2.170, -1.946], [0.818, 0.581, -2.842], [-3.833, 1.127, -0.795], [-3.166, -1.954, -0.968], [-0.561, 1.130, 0.406], [-1.731, 2.143, 1.648], [1.446, 2.034, -0.289], [-0.603, -1.099, 1.156], [-0.293, 3.095, -2.026], [-1.754, 3.343, -0.993], [-1.943, 2.920, -2.739], [-3.698, 2.076, -0.255], [-4.411, 0.443, -0.159], [-4.447, 1.330, -1.694], [-3.743, -1.729, -0.061], [-2.602, -2.875, -0.828], [-3.885, -2.118, -1.793], [-0.541, -3.050, -1.381], [1.398, -2.210, -1.352], [0.259, -2.322, -2.910], [1.217, 1.598, -2.690], [0.529, 0.465, -3.907], [1.604, -0.160, -2.620], [2.388, -2.469, -1.075], [2.476, -1.799, -0.441], [1.240, -1.994, 4.750], [2.139, -0.540, 4.285], [1.363, 0.897, 4.995], [3.840, -0.593, 4.780], [2.137, -0.531, 2.543], [2.700, -1.545, 2.193], [1.622, 0.482, 2.066]], "atomic_forces_ev_per_a": [[-1.237, 1.200, 0.036], [0.987, -0.668, -0.969], [-0.116, -1.157, -0.313], [-0.242, 0.945, -0.023], [-0.697, 1.199, 0.666], [-0.252, -0.742, -0.390], [-1.140, -0.069, -0.844], [0.514, 0.269, -0.371], [-0.335, 0.174, 0.223], [-0.152, 0.201, -0.016], [4.814, -4.885, -4.031], [-4.808, 4.135, 4.760], [1.342, 1.196, -0.082], [-0.268, -1.314, 0.920], [-0.686, -0.153, 0.100], [0.338, -0.417, -0.871], [-0.048, 0.427, -0.229], [-0.147, -0.257, -0.100], [0.106, 0.231, -0.072], [0.291, -0.072, 0.187], [0.134, -0.213, -0.110], [-0.113, -0.048, 0.156], [0.221, 0.047, 0.222], [-0.160, 0.130, -0.426], [2.586, -1.020, 0.561], [0.675, 0.069, 0.573], [-0.082, -0.628, -0.178], [0.123, -0.002, 0.260], [-0.110, 0.379, -0.099], [-2.766, -0.531, -2.347], [0.780, 1.483, 2.187], [0.136, -0.101, 0.482], [-0.476, 0.436, -1.474], [0.058, -0.127, 0.107], [0.146, -0.170, 0.455], [-0.435, 1.347, 1.253], [0.214, -0.332, -0.928], [0.806, -0.959, 0.724]], "multiplicity": 5, "homo_ev": [-0.809, -1.597], "total_charge": -2}

(7)
{"formula": "C12H16ClFN2O3S", "method": "ωB97M-V with the def2-TZVPD basis set", "symbols": ["O", "S", "O", "F", "N", "C", "C", "C", "Cl", "C", "O", "C", "C", "C", "C", "C", "C", "H", "H", "H", "H", "H", "H", "H", "H", "H", "H", "H", "H", "H", "C", "C", "N", "H", "H", "H"], "coordinates": [[1.077, 0.792, 2.136], [1.200, -0.374, 1.333], [0.773, -1.629, 1.840], [2.730, -0.501, 0.987], [0.544, -0.113, -0.146], [1.375, 0.637, -1.120], [1.569, 2.110, -0.721], [0.495, 2.967, -1.389], [0.381, 4.577, -0.636], [-0.166, -1.285, -0.697], [-1.467, -1.383, -0.201], [-2.268, -0.280, -0.458], [-2.272, 0.808, 0.400], [-3.096, 1.888, 0.118], [-3.913, 1.876, -1.002], [-3.909, 0.776, -1.844], [-3.084, -0.307, -1.574], [0.796, 0.605, -2.045], [2.327, 0.138, -1.309], [1.477, 2.238, 0.355], [2.560, 2.442, -1.033], [-0.486, 2.499, -1.280], [0.712, 3.120, -2.445], [-0.177, -1.147, -1.784], [0.338, -2.222, -0.465], [-1.641, 0.810, 1.281], [-3.091, 2.741, 0.787], [-4.553, 2.724, -1.210], [-4.560, 0.759, -2.711], [-3.083, -1.171, -2.228], [3.030, -3.793, 3.253], [3.773, -4.557, 2.259], [4.351, -5.157, 1.471], [2.632, -4.457, 4.016], [3.689, -3.066, 3.726], [2.217, -3.258, 2.767]], "atomic_forces_ev_per_a": [[0.320, -0.142, -0.219], [-0.795, 0.502, 0.391], [0.221, -0.041, -0.191], [0.013, -0.079, 0.041], [0.689, -0.742, -0.152], [-0.291, 0.508, 0.064], [-0.246, -0.015, -0.258], [0.014, -0.257, 0.091], [0.031, 0.115, 0.002], [-0.016, 0.102, -0.257], [0.005, -0.031, 0.307], [0.012, -0.127, -0.179], [0.027, 0.063, 0.151], [0.067, 0.048, 0.153], [-0.035, 0.153, 0.027], [-0.084, -0.018, -0.089], [-0.106, 0.045, -0.219], [0.119, -0.033, -0.015], [-0.029, -0.046, 0.113], [0.183, -0.060, 0.005], [-0.012, 0.060, 0.097], [0.057, 0.055, -0.018], [-0.072, -0.018, 0.020], [0.001, 0.060, 0.069], [-0.113, 0.040, 0.079], [-0.039, -0.021, -0.057], [-0.029, -0.038, -0.061], [0.007, -0.036, -0.017], [0.054, -0.031, 0.026], [0.055, -0.015, 0.086], [0.070, 0.076, 0.000], [0.004, -0.043, -0.011], [0.012, 0.006, -0.020], [-0.030, -0.007, -0.017], [0.008, -0.013, 0.010], [-0.071, -0.018, 0.045]], "multiplicity": 1, "homo_ev": -9.619, "total_charge": 0}

How do the records compare in E? In the order shown, they have -596.0986 -897.0068 -919.0038 -2116.8183 -4120.1913 -3548.5994 -1760.3150 Ha.
How do the records compare in energy above the lowest of the compared OMol25 structures with the same formula, charge and spin? In the order shown, they have 496.2 647.8 510.8 0.0 0.0 189.2 0.0 kJ/mol.